Entry 1:
{
  "formula": "C37H39BrCl42O2",
  "method": "the ωB97M-V functional and the def2-TZVPD basis",
  "symbols": ["C", "C", "C", "C", "C", "C", "C", "C", "C", "C", "C", "C", "Br", "C", "C", "C", "C", "O", "C", "C", "C", "C", "C", "C", "C", "O", "H", "H", "H", "H", "H", "H", "H", "H", "H", "H", "H", "H", "H", "H", "H", "H", "H", "H", "H", "H", "H", "H", "H", "H", "H", "C", "Cl", "Cl", "Cl", "H", "C", "Cl", "Cl", "Cl", "H", "C", "Cl", "Cl", "Cl", "H", "C", "Cl", "Cl", "Cl", "H", "C", "Cl", "Cl", "Cl", "H", "C", "Cl", "Cl", "Cl", "H", "C", "Cl", "Cl", "Cl", "H", "C", "Cl", "Cl", "Cl", "H", "C", "Cl", "Cl", "Cl", "H", "C", "Cl", "Cl", "Cl", "H", "C", "Cl", "Cl", "Cl", "H", "C", "Cl", "Cl", "Cl", "H", "C", "Cl", "Cl", "Cl", "H", "C", "Cl", "Cl", "Cl", "H"],
  "positions_angstrom": [[8.7568, -1.0935, 2.4601], [7.9778, -0.5740, 1.2628], [6.6727, 0.0127, 1.7299], [5.6945, 0.2805, 0.5925], [4.8745, 1.5300, 0.8910], [3.5968, 1.5764, 0.0362], [2.3212, 1.7330, 0.8802], [1.6279, 3.0772, 0.6853], [0.1406, 2.8781, 0.4755], [-0.5498, 2.2941, 1.6413], [-0.1310, 2.5343, 2.8624], [-0.7238, 2.0614, 3.8919], [-0.0766, 2.4500, 5.6024], [-1.7594, 1.3088, 3.7869], [-2.1766, 1.0178, 2.5878], [-1.6098, 1.4964, 1.5105], [-2.1779, 1.0846, 0.2180], [-2.3269, 1.8424, -0.7354], [-2.5821, -0.3341, 0.1893], [-2.4015, -1.1315, -0.8431], [-2.7731, -2.3890, -0.7257], [-3.3078, -2.8283, 0.3667], [-3.5146, -2.0175, 1.3702], [-3.1419, -0.7764, 1.2732], [-3.3131, 0.1289, 2.3897], [-4.3267, 0.1537, 3.0769], [8.5315, -0.4621, 3.2932], [9.8077, -1.1180, 2.2714], [8.3745, -2.0646, 2.7039], [8.5453, 0.1629, 0.7354], [7.7558, -1.3875, 0.6045], [6.8399, 0.9006, 2.3018], [6.2221, -0.7260, 2.3628], [5.0007, -0.5357, 0.5610], [6.2047, 0.4473, -0.3333], [4.6601, 1.4934, 1.9424], [5.4608, 2.4097, 0.7005], [3.5307, 0.6252, -0.4565], [3.6663, 2.3214, -0.7278], [1.6364, 0.9747, 0.5486], [2.5196, 1.5606, 1.9118], [1.7616, 3.7293, 1.5202], [1.9866, 3.5982, -0.1743], [0.0312, 2.3182, -0.4191], [-0.3210, 3.8285, 0.2741], [0.7270, 3.1353, 3.0123], [-2.2756, 0.9151, 4.6280], [-1.9673, -0.7852, -1.7498], [-2.6219, -3.0558, -1.5373], [-3.5836, -3.8384, 0.4744], [-3.9696, -2.3346, 2.2754], [-7.0848, 1.1831, 5.0834], [-7.8403, -0.3745, 5.4370], [-8.3033, 2.3739, 4.6310], [-6.1433, 1.7537, 6.4687], [-6.4094, 1.0522, 4.2492], [-7.6137, -2.1193, 9.3892], [-7.1540, -0.7096, 8.4479], [-8.1975, -1.6552, 10.9875], [-8.8429, -3.0594, 8.5289], [-6.7425, -2.7444, 9.5166], [-0.2100, 2.5208, -3.4009], [-0.5147, 1.4648, -4.7722], [1.3669, 2.0970, -2.6944], [-0.3049, 4.2072, -3.8905], [-0.9642, 2.3562, -2.6420], [6.9309, 2.5571, -3.0910], [5.5922, 1.4108, -2.9745], [7.4893, 3.0307, -1.4842], [8.2577, 1.8986, -4.0482], [6.5411, 3.4422, -3.5886], [4.2109, 4.9996, -5.2126], [5.6999, 5.3013, -4.3011], [4.5826, 4.3087, -6.7848], [3.1629, 3.9239, -4.2975], [3.7082, 5.9440, -5.3681], [-1.1758, -5.2434, -4.5748], [-1.5529, -3.5381, -4.7961], [0.4755, -5.4579, -3.9924], [-2.3061, -5.9848, -3.4512], [-1.2694, -5.7393, -5.5296], [-6.6690, -5.4539, -0.3522], [-6.3883, -3.9455, 0.5155], [-5.2173, -5.9769, -1.2176], [-7.1948, -6.7078, 0.7677], [-7.4635, -5.2888, -1.0648], [4.0410, 5.9758, 3.0712], [5.5295, 6.2959, 3.9560], [4.3869, 5.2552, 1.5010], [2.9677, 4.9373, 4.0156], [3.5378, 6.9168, 2.9069], [3.5328, -0.8005, -7.3454], [2.9246, -0.7906, -9.0000], [5.1782, -0.1596, -7.2897], [2.4668, 0.1110, -6.2830], [3.5574, -1.8257, -7.0027], [-10.4232, -6.4715, 9.6771], [-9.7168, -7.1072, 11.1618], [-10.0500, -7.5186, 8.3079], [-12.1647, -6.2649, 9.8505], [-9.9870, -5.5023, 9.4866], [-8.0289, -10.3110, -1.2399], [-7.5473, -11.9449, -1.6923], [-6.8266, -9.1345, -1.7635], [-9.6148, -9.9218, -1.9048], [-8.0956, -10.2659, -0.1628], [6.2205, -2.1302, -4.2447], [4.8302, -3.2160, -4.1426], [6.8343, -1.7470, -2.6423], [7.4822, -2.8266, -5.2593], [5.8904, -1.2092, -4.7038], [5.1288, 7.2045, -9.7915], [3.4498, 7.2771, -10.3216], [5.2346, 7.3103, -8.0352], [5.9049, 5.7323, -10.3727], [5.6519, 8.0503, -10.2117], [-5.7029, 2.5766, -1.1728], [-5.3443, 3.9965, -2.1537], [-6.2550, 3.0413, 0.4369], [-6.8925, 1.5458, -1.9686], [-4.7874, 2.0125, -1.0636]],
  "atomic_forces_ev_per_a": [[-0.57, 0.17, -0.61], [0.02, 0.01, 0.84], [-0.08, -0.48, -1.12], [0.07, 1.10, 1.15], [-0.23, -0.43, -0.88], [0.12, -0.42, 1.50], [0.23, 0.76, -1.34], [-0.70, -0.45, 0.23], [0.72, 0.96, 0.08], [0.83, 0.79, -3.57], [4.31, 3.16, -1.10], [1.50, 0.91, 5.51], [0.39, 0.25, 0.77], [-3.31, -2.33, 3.55], [-3.51, -2.42, -0.23], [-0.25, 0.04, -3.83], [-0.01, 0.81, -1.44], [0.26, -0.57, 0.49], [1.81, 4.40, -1.63], [1.33, 1.37, -3.14], [1.23, -1.93, -4.28], [-1.41, -4.16, 1.37], [-2.12, -1.72, 3.61], [-1.03, 1.94, 3.61], [-1.88, 0.26, 1.34], [0.83, -0.17, -0.21], [0.22, 0.49, 0.73], [0.74, -0.20, 0.07], [0.07, -0.72, 0.28], [0.39, 0.52, -0.56], [0.01, -0.53, -0.72], [0.20, 0.66, 0.48], [-0.37, -0.29, 0.77], [-0.25, -0.68, -0.56], [0.28, -0.37, -0.75], [-0.43, 0.25, 0.61], [0.48, 0.48, 0.11], [-0.04, -0.52, -0.53], [-0.02, 0.59, -0.48], [-0.51, -0.54, -0.02], [0.22, -0.25, 0.87], [0.44, 0.55, 0.53], [0.49, 0.32, -0.64], [-0.39, -0.74, -0.60], [-0.32, 0.64, -0.21], [0.75, 0.54, 0.06], [-0.35, -0.25, 0.64], [0.33, 0.40, -0.60], [0.16, -0.55, -0.72], [-0.25, -1.14, -0.07], [-0.42, -0.41, 0.67], [-0.09, -0.08, 0.00], [-0.01, 0.15, -0.49], [0.01, 0.04, -0.03], [0.03, 0.01, -0.06], [0.09, -0.04, -0.01], [-0.06, 0.17, 0.06], [0.10, -0.14, 0.47], [0.01, -0.04, 0.03], [-0.01, -0.06, -0.05], [0.03, -0.07, 0.01], [0.09, -0.09, 0.02], [-0.17, -0.12, -0.10], [-0.20, -0.02, 0.08], [0.06, 0.04, 0.11], [-0.06, -0.07, 0.03], [-0.07, -0.03, -0.03], [-0.05, 0.06, -0.08], [-0.01, 0.02, 0.00], [-0.07, -0.02, 0.00], [0.31, -0.48, 0.20], [-0.01, -0.33, -0.09], [-0.12, 0.72, -0.17], [-0.01, -0.25, 0.00], [0.12, 0.24, -0.12], [0.00, 0.08, 0.06], [0.13, 0.05, 0.16], [0.01, 0.10, -0.05], [0.05, 0.03, -0.09], [-0.18, -0.11, 0.07], [0.00, -0.03, -0.06], [0.06, -0.10, 0.22], [-0.13, 0.01, -0.08], [-0.05, 0.13, -0.02], [-0.07, 0.00, 0.11], [0.02, 0.00, -0.13], [0.06, -0.12, 0.03], [0.02, 0.03, 0.01], [0.02, 0.01, -0.05], [-0.04, -0.01, 0.01], [-0.05, 0.06, -0.01], [-0.03, 0.07, -0.06], [-0.01, -0.03, -0.03], [0.04, -0.01, 0.07], [0.00, 0.03, 0.09], [0.03, -0.04, 0.03], [-0.05, -0.09, 0.03], [0.03, 0.01, 0.02], [0.02, 0.01, -0.03], [-0.02, 0.03, 0.00], [0.04, 0.07, 0.00], [0.00, -0.01, -0.13], [0.01, -0.03, 0.03], [0.05, -0.04, -0.07], [-0.04, 0.02, 0.02], [-0.01, 0.01, 0.07], [0.08, 0.00, 0.06], [-0.08, 0.02, -0.05], [0.07, -0.15, 0.09], [0.00, 0.02, -0.03], [-0.02, 0.08, -0.05], [-0.09, -0.13, 0.03], [-0.02, 0.02, -0.01], [0.09, 0.30, -0.02], [0.03, -0.01, -0.01], [0.04, 0.06, -0.02], [0.01, 0.01, -0.01], [0.01, 0.00, 0.01], [0.03, -0.01, 0.04], [-0.01, -0.03, -0.01], [0.08, -0.01, -0.02]],
  "lowdin_charge": [-0.100, -0.268, -0.229, -0.220, -0.217, -0.208, -0.166, -0.218, -0.136, -0.139, -0.096, -0.678, 0.828, -0.075, -0.113, -0.049, -0.200, 0.106, -0.115, 0.013, -0.062, -0.114, -0.020, -0.141, -0.232, 0.137, 0.063, 0.063, 0.069, 0.101, 0.092, 0.108, 0.112, 0.110, 0.049, 0.099, 0.066, 0.089, 0.066, 0.106, 0.102, 0.050, 0.085, 0.052, 0.139, 0.086, 0.133, 0.135, 0.109, 0.082, 0.139, -1.529, 0.496, 0.529, 0.507, -0.015, -1.536, 0.498, 0.531, 0.534, 0.012, -1.506, 0.533, 0.548, 0.545, -0.016, -1.547, 0.544, 0.559, 0.540, -0.124, -1.501, 0.597, 0.524, 0.504, 0.013, -1.561, 0.525, 0.524, 0.512, 0.012, -1.524, 0.583, 0.504, 0.519, 0.017, -1.541, 0.536, 0.564, 0.538, 0.012, -1.552, 0.535, 0.536, 0.513, 0.001, -1.569, 0.523, 0.519, 0.524, -0.047, -1.560, 0.528, 0.500, 0.524, 0.009, -1.577, 0.522, 0.524, 0.530, -0.050, -1.550, 0.529, 0.507, 0.526, 0.010, -1.566, 0.531, 0.525, 0.525, -0.025],
  "e_tot_ev": -639077.6227,
  "lumo_ev": -0.78,
  "gap_ev": 9.1,
  "homo_ev": -9.83,
  "total_charge": 0,
  "spin_multiplicity": 1
}


Entry 2:
{
  "formula": "C37H39EuIN5OP2S",
  "method": "the ωB97M-V functional and the def2-TZVPD basis",
  "symbols": ["Eu", "N", "C", "C", "N", "H", "H", "H", "H", "H", "H", "H", "H", "C", "N", "P", "C", "C", "C", "C", "C", "C", "C", "C", "C", "C", "C", "C", "P", "C", "C", "C", "C", "C", "C", "C", "C", "C", "C", "C", "C", "H", "H", "H", "H", "H", "H", "H", "H", "H", "H", "H", "H", "H", "H", "H", "H", "H", "H", "H", "H", "H", "H", "H", "O", "N", "C", "C", "C", "C", "C", "S", "H", "H", "H", "H", "I", "C", "C", "C", "C", "N", "C", "H", "H", "H", "H"],
  "positions_angstrom": [[-0.8175, 0.8131, 0.9503], [-2.0669, -0.1843, 3.1329], [-1.2266, -0.6110, 4.2654], [0.0225, -1.2903, 3.7493], [0.8205, -0.3627, 2.9223], [-2.8568, 0.3655, 3.4524], [-2.4724, -0.9891, 2.6663], [-1.7393, -1.2848, 4.9525], [-0.9511, 0.2740, 4.8430], [-0.2625, -2.1351, 3.1165], [0.5875, -1.7018, 4.5876], [1.5951, -0.8464, 2.4791], [1.2604, 0.3244, 3.5266], [-0.7919, -0.3910, -2.7266], [0.4261, -0.5160, -1.8603], [0.2819, -1.5919, -0.4775], [1.8367, -2.5387, -0.5196], [2.5120, -2.8305, -1.7001], [3.6634, -3.6044, -1.6750], [4.1568, -4.0874, -0.4657], [3.4910, -3.7984, 0.7173], [2.3322, -3.0280, 0.6858], [-0.9051, -2.8708, -1.0163], [-0.7678, -3.5885, -2.2073], [-1.6593, -4.5984, -2.5302], [-2.6923, -4.9227, -1.6527], [-2.8281, -4.2320, -0.4604], [-1.9411, -3.2041, -0.1508], [1.0201, 1.0753, -1.3732], [2.5990, 0.6990, -0.5289], [2.7568, 1.1370, 0.7838], [3.9338, 0.8914, 1.4871], [4.9678, 0.2059, 0.8673], [4.8387, -0.2086, -0.4568], [3.6680, 0.0471, -1.1483], [1.6288, 1.7582, -2.9471], [1.9708, 3.1104, -2.9701], [2.4963, 3.6817, -4.1193], [2.6690, 2.9112, -5.2636], [2.3169, 1.5689, -5.2506], [1.7996, 0.9917, -4.0946], [-0.7471, -1.1414, -3.5148], [-0.8061, 0.5904, -3.1929], [-1.7227, -0.4991, -2.1777], [2.1433, -2.4284, -2.6389], [4.1811, -3.8302, -2.5997], [5.0575, -4.6896, -0.4484], [3.8684, -4.1729, 1.6609], [1.8054, -2.8231, 1.6148], [0.0512, -3.3688, -2.8850], [-1.5453, -5.1439, -3.4588], [-3.3851, -5.7180, -1.9020], [-3.6257, -4.4854, 0.2275], [-2.0733, -2.6472, 0.7674], [1.9704, 1.7087, 1.2646], [4.0505, 1.2515, 2.5032], [5.8863, 0.0113, 1.4074], [5.6560, -0.7247, -0.9466], [3.5772, -0.2596, -2.1843], [1.8261, 3.7249, -2.0865], [2.7638, 4.7312, -4.1267], [3.0733, 3.3583, -6.1636], [2.4452, 0.9674, -6.1419], [1.5355, -0.0598, -4.0825], [-2.8686, -0.2637, 0.3985], [-3.9856, 0.4354, 0.1928], [-5.1628, -0.1300, 0.5587], [-6.3464, 0.5276, 0.3989], [-6.3245, 1.8079, -0.1662], [-5.1281, 2.3634, -0.5420], [-3.9105, 1.6747, -0.3657], [-2.3862, 2.3088, -0.8658], [-5.0615, -1.1257, 0.9624], [-7.2644, 0.0435, 0.7022], [-7.2477, 2.3571, -0.3087], [-5.0715, 3.3482, -0.9850], [-2.5435, 6.8256, 1.8113], [-1.5590, 5.2180, 2.6420], [-1.1465, 5.2236, 3.9558], [-0.4885, 4.1126, 4.4536], [-0.2917, 3.0332, 3.6068], [-0.6929, 3.0123, 2.3428], [-1.3013, 4.0911, 1.8575], [-1.3327, 6.0842, 4.5889], [-0.1385, 4.0713, 5.4772], [0.2060, 2.1428, 3.9737], [-1.6123, 4.0485, 0.8243]],
  "atomic_forces_ev_per_a": [[-0.20, -0.22, 0.55], [0.15, 0.01, 0.39], [-0.14, 0.11, -0.13], [0.20, -0.02, -0.23], [-0.05, 0.07, 0.22], [0.00, 0.04, 0.05], [-0.01, -0.03, -0.09], [-0.08, -0.08, 0.05], [-0.01, 0.04, 0.00], [-0.02, -0.02, -0.04], [0.05, 0.00, 0.07], [-0.04, -0.04, -0.09], [0.05, 0.00, 0.05], [0.40, -0.15, 0.01], [-0.19, 0.15, 0.17], [0.07, -0.27, -0.46], [0.01, -0.05, 0.08], [0.10, -0.07, -0.09], [-0.03, 0.02, 0.05], [-0.05, 0.04, -0.03], [-0.07, 0.05, -0.07], [0.10, -0.04, 0.01], [0.03, -0.07, -0.09], [0.07, -0.05, -0.06], [-0.03, 0.04, 0.09], [0.05, 0.00, -0.07], [0.07, 0.09, -0.02], [-0.08, -0.04, 0.02], [0.31, -0.10, -0.34], [0.16, -0.09, -0.07], [0.09, -0.03, 0.05], [-0.03, -0.02, -0.11], [0.00, -0.01, -0.02], [-0.03, 0.03, 0.08], [-0.03, -0.02, -0.07], [-0.03, 0.01, -0.03], [-0.04, 0.03, 0.01], [0.00, -0.03, -0.03], [-0.02, -0.01, 0.07], [-0.04, -0.04, 0.10], [0.12, -0.02, -0.13], [-0.03, 0.00, 0.00], [0.02, 0.08, -0.02], [-0.09, -0.04, 0.16], [0.05, -0.03, 0.07], [-0.01, 0.01, 0.03], [-0.05, 0.04, -0.01], [-0.02, 0.01, -0.03], [0.01, -0.02, -0.07], [-0.08, -0.01, 0.06], [0.00, 0.03, 0.03], [0.05, 0.04, 0.01], [0.03, 0.02, -0.02], [0.02, 0.02, 0.00], [-0.09, 0.05, 0.01], [-0.01, -0.02, -0.05], [-0.02, 0.00, -0.02], [-0.04, 0.03, 0.03], [0.00, 0.02, 0.05], [-0.01, -0.05, -0.02], [-0.01, -0.04, 0.01], [-0.02, -0.02, 0.04], [-0.01, 0.00, 0.03], [0.01, 0.05, -0.02], [-0.42, -0.04, 0.01], [0.14, -0.06, 0.02], [0.22, -0.02, -0.07], [-0.06, 0.01, -0.03], [-0.09, 0.08, 0.00], [0.04, -0.10, 0.04], [0.07, 0.12, -0.25], [-0.51, 0.17, -0.18], [0.00, 0.00, 0.02], [0.03, 0.06, -0.03], [0.06, -0.03, 0.01], [-0.02, -0.05, 0.01], [-0.14, 0.23, -0.12], [0.14, -0.48, -0.41], [0.01, 0.27, 0.42], [0.09, -0.31, -0.10], [0.15, 0.11, 0.68], [0.04, 0.06, -0.19], [-0.17, 0.56, 0.23], [0.02, -0.07, -0.05], [-0.03, 0.04, -0.06], [-0.01, 0.03, -0.02], [-0.06, 0.02, -0.07]],
  "lowdin_charge": [1.216, -0.055, -0.258, -0.261, -0.046, 0.088, 0.057, 0.116, 0.102, 0.105, 0.117, 0.040, 0.065, -0.177, -0.497, 0.958, -0.368, -0.115, -0.068, -0.073, -0.072, -0.100, -0.358, -0.089, -0.064, -0.071, -0.072, -0.111, 0.917, -0.381, -0.148, -0.084, -0.065, -0.058, -0.084, -0.370, -0.094, -0.074, -0.074, -0.069, -0.100, 0.076, 0.059, 0.053, 0.097, 0.110, 0.108, 0.107, 0.081, 0.099, 0.109, 0.109, 0.106, 0.069, 0.061, 0.105, 0.110, 0.114, 0.107, 0.104, 0.108, 0.108, 0.107, 0.093, -0.373, -0.211, -0.028, -0.056, -0.060, -0.083, -0.656, 0.554, 0.132, 0.112, 0.114, 0.107, 0.947, -0.731, -0.126, -0.041, -0.158, -0.054, -0.227, 0.108, 0.115, 0.080, 0.012],
  "e_tot_ev": -105339.2946,
  "lumo_ev": [-1.99, -1.98],
  "gap_ev": [7.2, 8.0],
  "homo_ev": [-9.17, -10.00],
  "total_charge": 1,
  "spin_multiplicity": 8
}